1.
# C2H6O2S3

A 2-piece molecular cluster, C2H6O2S3 overall (wB97M-V/def2-TZVPD, OMol25).

Structure (XYZ):
```
13
Properties=species:S:1:pos:R:3:nbo_charge:R:1
C -1.632 0.427 -0.291 -0.063
C 1.360 -0.148 0.036 -0.063
O -1.473 1.537 0.531 -0.708
O 2.165 -0.017 -1.051 -0.679
S -2.048 -1.062 0.580 -0.002
S 1.349 -1.832 0.600 -0.102
S 1.348 0.953 1.433 0.006
H -2.438 0.595 -1.049 0.181
H -1.418 1.370 1.463 0.490
H 2.009 -0.840 -1.524 0.493
H -2.720 -1.606 -0.449 0.143
H -0.057 -2.090 0.480 0.156
H 0.841 2.050 0.791 0.147
```

Computed properties:
- Lowest unoccupied orbital energy (alpha / beta): 0.0067 / 0.0000 hartree
- Charge: 0
- Molar mass: 158.3 g/mol
- Maximum force: 2.0 eV/A
- Kohn-Sham gap (alpha / beta): 8.106 / 7.396 eV
- E_tot: -1424.68602 a.u.

=====

2.
# C6H12N2O2

One molecule with the formula C6H12N2O2 (wB97M-V/def2-TZVPD, OMol25).

Structure (XYZ):
```
22
Properties=species:S:1:pos:R:3:nbo_charge:R:1
H 4.468 -0.971 -0.270 0.386
N 3.727 -0.642 0.562 -0.609
C 2.720 -0.437 -0.154 0.519
O 3.219 -0.721 -1.584 -0.773
C 1.585 0.522 0.015 -0.297
N 0.330 -0.189 0.106 -0.614
C -0.818 0.604 -0.243 -0.084
C -1.495 1.521 0.800 -0.087
O -2.767 0.894 0.572 -0.533
C -2.189 -0.111 -0.289 0.105
C -2.276 -1.503 0.295 -0.640
H 2.724 -0.144 -2.177 0.464
H 1.559 1.214 -0.843 0.212
H 1.813 1.136 0.910 0.210
H 0.240 -0.603 1.030 0.370
H -0.603 1.137 -1.179 0.194
H -1.520 2.597 0.580 0.179
H -1.138 1.361 1.832 0.165
H -2.668 -0.087 -1.280 0.176
H -1.890 -1.534 1.324 0.204
H -3.323 -1.837 0.311 0.226
H -1.698 -2.206 -0.320 0.225
```

Computed properties:
- Lowest unoccupied orbital energy: 0.0187 hartree
- Charge: 0
- Molar mass: 144.2 g/mol
- SMILES: [H]/N=C(\O)CN[C@@H]1CO[C@@H]1C
- Maximum force: 5.3 eV/A
- Kohn-Sham gap: 9.974 eV
- E_tot: -495.70926 a.u.

=====

3.
# C17H16Cl6N2O2

C17H16Cl6N2O2 as an isolated structure (wB97M-V/def2-TZVPD, OMol25).

Structure (XYZ):
```
43
Properties=species:S:1:pos:R:3:nbo_charge:R:1
Cl 1.326 -0.564 0.454 -0.162
C 2.433 -1.207 2.284 0.005
Cl 1.608 -2.666 2.788 0.105
C 3.767 -1.548 1.663 0.441
O 3.875 -2.514 0.922 -0.447
C 4.897 -0.644 1.960 -0.146
Cl 6.344 -1.000 1.148 0.104
C 4.808 0.378 2.891 -0.052
Cl 6.203 1.285 3.311 0.099
C 3.565 0.615 3.559 -0.063
Cl 3.497 1.797 4.791 0.107
C 2.425 -0.141 3.248 -0.124
Cl 0.944 0.200 4.017 0.103
C -0.191 3.606 -0.331 -0.632
C 0.544 2.422 -0.897 -0.205
N -0.306 1.374 -1.475 -0.489
C -0.594 1.467 -2.901 -0.204
C 0.342 0.665 -3.798 -0.612
C -1.166 0.670 -0.619 0.622
C -1.501 -0.644 -1.072 -0.290
N -2.542 -1.385 -0.541 -0.223
C -3.093 -1.107 0.696 -0.015
C -4.138 -1.868 1.185 -0.208
C -4.624 -2.959 0.461 -0.226
C -4.047 -3.237 -0.786 -0.218
C -3.020 -2.460 -1.270 0.001
O -1.528 1.157 0.472 -0.699
H 0.533 4.310 0.083 0.200
H -0.766 4.109 -1.112 0.194
H -0.860 3.267 0.459 0.249
H 1.225 2.727 -1.701 0.187
H 1.118 1.907 -0.117 0.211
H -1.630 1.139 -3.081 0.200
H -0.515 2.532 -3.178 0.189
H 0.093 0.891 -4.842 0.205
H 1.390 0.938 -3.620 0.209
H 0.220 -0.413 -3.638 0.199
H -1.063 -1.049 -1.985 0.200
H -2.695 -0.238 1.202 0.284
H -4.543 -1.576 2.151 0.231
H -5.406 -3.588 0.863 0.223
H -4.381 -4.070 -1.399 0.230
H -2.548 -2.578 -2.242 0.219
```

Computed properties:
- Lowest unoccupied orbital energy: -0.0939 hartree
- Charge: 0
- Molar mass: 493.0 g/mol
- Maximum force: 2.9 eV/A
- Kohn-Sham gap: 4.391 eV
- E_tot: -3678.42476 a.u.

=====

4.
# C7H13N2OS

An isolated ion of composition C7H13N2OS and charge +1 (wB97M-V/def2-TZVPD, OMol25).

Structure (XYZ):
```
24
Properties=species:S:1:pos:R:3:nbo_charge:R:1
C 1.722 -0.299 1.327 0.315
C -0.369 1.724 -0.519 0.495
C 0.346 -0.689 -0.597 -0.328
C -0.716 0.270 -0.281 0.049
C -1.517 2.733 -0.528 -0.731
C 2.812 -0.710 -0.751 -0.382
C -2.585 -1.906 0.461 -0.707
N 1.602 -0.530 0.046 -0.386
N 0.668 0.084 2.026 -0.760
O 0.778 2.035 -0.573 -0.429
S -2.360 -0.058 0.181 0.583
H 2.679 -0.229 1.782 0.205
H 0.091 -1.820 -0.529 0.234
H 0.476 -0.487 -1.660 0.277
H -2.242 2.547 0.297 0.246
H -1.907 2.718 -1.573 0.258
H -1.230 3.736 -0.437 0.268
H 2.683 -1.850 -1.156 0.190
H 2.829 -0.064 -1.625 0.220
H 3.687 -0.638 -0.227 0.228
H -3.356 -2.031 -0.420 0.261
H -3.049 -2.110 1.441 0.274
H -1.754 -2.493 0.274 0.237
H 0.710 0.067 3.041 0.384
```

Computed properties:
- Lowest unoccupied orbital energy (alpha / beta): -0.2218 / -0.2218 hartree
- Charge: +1
- Molar mass: 173.3 g/mol
- Maximum force: 5.8 eV/A
- Kohn-Sham gap (alpha / beta): 6.415 / 6.414 eV
- E_tot: -857.10633 a.u.

=====

5.
# C3H7N3S

C3H7N3S as an isolated structure (wB97M-V/def2-TZVPD, OMol25).

Structure (XYZ):
```
14
Properties=species:S:1:pos:R:3:nbo_charge:R:1
C -2.521 -0.553 0.292 -0.783
C -0.101 0.335 -0.183 0.293
C 2.286 0.583 0.028 0.266
H -2.291 -0.862 -0.838 0.205
H -2.303 -1.513 0.957 0.227
H -3.616 -0.317 0.465 0.244
H -1.002 -0.859 -1.462 0.348
H 0.814 0.853 1.661 0.402
H 3.045 0.709 0.996 0.142
H 3.696 0.222 -0.916 0.341
N -0.069 -0.597 -0.993 -0.640
N 0.960 0.954 0.368 -0.639
N 2.659 0.212 -1.121 -0.607
S -1.556 0.834 0.746 0.201
```

Computed properties:
- Lowest unoccupied orbital energy: 0.0091 hartree
- Charge: 0
- Molar mass: 117.2 g/mol
- Maximum force: 6.4 eV/A
- Kohn-Sham gap: 9.300 eV
- E_tot: -680.85211 a.u.

=====

6.
# C32H63N4O9PS

A 3-piece molecular cluster, C32H63N4O9PS overall (wB97M-V/def2-TZVPD, OMol25).

Structure (XYZ):
```
110
Properties=species:S:1:pos:R:3:lowdin_spin:R:1
C 1.324 -7.149 1.490 0.000
C 0.873 -7.820 0.066 0.000
O 1.951 -7.690 -0.895 0.000
C -0.477 -7.155 -0.540 0.000
N -0.296 -6.562 -1.920 0.000
C -0.820 -5.132 -1.906 0.000
C -0.300 -4.387 -3.225 0.000
O -0.049 -2.979 -3.120 0.000
C 0.949 -2.606 -2.162 0.000
C 2.079 -3.574 -1.636 0.000
C 2.164 -3.893 -0.079 0.000
O 3.182 -3.485 0.572 0.000
O 1.755 -1.540 -2.832 0.000
C 2.171 -0.558 -1.845 0.000
O 3.223 0.123 -1.979 0.000
C 1.140 -0.456 -0.565 0.000
P 1.863 -0.491 1.120 0.000
O 1.502 -1.724 2.203 0.000
O 3.591 -0.422 0.974 0.000
S 1.389 1.201 2.021 0.000
C 0.117 -1.571 -1.188 0.000
C -1.190 -2.046 -0.415 0.000
C -1.123 -2.844 0.934 0.000
C -1.654 -1.857 2.127 0.000
N -1.560 -2.494 3.472 0.001
H 2.396 -6.750 1.312 0.000
H 1.355 -7.905 2.347 0.000
H 0.671 -6.229 1.731 0.000
H 0.662 -8.928 0.314 0.000
H 2.268 -6.755 -0.878 0.000
H -1.218 -8.036 -0.694 0.000
H -0.980 -6.427 0.195 0.000
H -0.897 -7.095 -2.563 0.000
H -0.356 -4.674 -0.948 0.000
H -1.955 -5.204 -1.797 0.000
H 0.632 -4.911 -3.675 0.000
H -1.122 -4.530 -4.030 0.000
H 3.110 -3.112 -1.905 0.000
H 2.139 -4.615 -2.153 0.000
H 1.445 -4.561 0.507 0.000
H 0.631 0.582 -0.654 0.000
H 2.132 -1.759 2.959 0.000
H 3.905 -0.479 1.905 0.000
H -0.360 -0.908 -2.029 0.000
H -1.812 -2.660 -1.178 0.000
H -1.831 -1.092 -0.244 0.000
H -1.929 -3.682 0.901 0.000
H -0.159 -3.363 1.235 0.000
H -0.956 -0.933 2.088 0.000
H -2.716 -1.495 1.855 0.000
H -1.967 -1.815 4.135 0.000
H -0.562 -2.562 3.756 0.000
C -6.885 1.319 3.765 0.002
C -5.928 0.854 4.898 0.023
C -6.157 1.688 6.183 0.013
C -5.539 3.081 6.150 0.001
C -4.078 3.024 5.725 0.014
C -3.884 2.280 4.389 0.025
N -4.522 0.927 4.394 0.329
O -3.757 0.109 5.171 0.585
C -4.455 3.151 3.244 0.001
C -2.369 2.210 4.068 -0.001
C -6.392 -0.596 5.213 -0.001
H -6.413 1.237 2.781 0.002
H -7.785 0.701 3.706 0.000
H -7.227 2.347 3.900 0.000
H -5.733 1.155 7.044 0.002
H -7.230 1.778 6.383 0.001
H -6.112 3.737 5.486 0.000
H -5.609 3.533 7.148 0.001
H -3.684 4.043 5.651 0.001
H -3.497 2.535 6.517 0.003
H -4.375 2.637 2.283 0.001
H -3.900 4.090 3.161 0.000
H -5.494 3.440 3.389 0.000
H -1.793 1.708 4.849 -0.001
H -1.945 3.214 3.970 0.000
H -2.194 1.687 3.123 0.000
H -6.239 -1.258 4.356 0.000
H -7.457 -0.612 5.463 0.000
H -5.872 -1.023 6.076 -0.001
C 4.479 5.884 -6.263 0.002
C 4.737 5.812 -4.732 0.023
C 5.977 4.935 -4.429 0.013
C 5.726 3.434 -4.518 0.001
C 4.497 3.034 -3.713 0.013
C 3.248 3.848 -4.106 0.024
N 3.494 5.322 -4.062 0.321
O 3.551 5.695 -2.753 0.596
C 2.790 3.410 -5.519 0.001
C 2.066 3.423 -3.196 -0.001
C 5.110 7.269 -4.343 -0.001
H 3.409 5.936 -6.488 0.002
H 4.913 6.782 -6.713 0.000
H 4.904 5.035 -6.802 0.000
H 6.338 5.153 -3.415 0.002
H 6.797 5.201 -5.105 0.001
H 5.624 3.127 -5.564 0.000
H 6.602 2.896 -4.134 0.001
H 4.310 1.964 -3.851 0.001
H 4.714 3.166 -2.647 0.003
H 1.929 3.996 -5.851 0.001
H 2.488 2.358 -5.516 0.000
H 3.567 3.488 -6.276 0.000
H 2.275 3.570 -2.133 -0.001
H 1.842 2.360 -3.322 0.000
H 1.159 3.982 -3.447 0.000
H 4.271 7.952 -4.507 0.000
H 5.952 7.624 -4.944 0.000
H 5.426 7.356 -3.299 -0.001
```

Computed properties:
- Lowest unoccupied orbital energy (alpha / beta): -0.0016 / -0.0079 hartree
- Charge: 0
- Molar mass: 710.9 g/mol
- Maximum force: 5.9 eV/A
- 2S+1: 3
- Kohn-Sham gap (alpha / beta): 8.580 / 8.435 eV
- E_tot: -2892.51363 a.u.